# 1
{
  "formula": "C41H49N4O6P2RbS",
  "method": "ωB97M-V/def2-TZVPD",
  "total_energy_ha": -3367.184112,
  "total_charge": -2,
  "homo_energy_ev": 0.086,
  "multiplicity": 1,
  "relative_energy_kcal_mol": 29.18,
  "elements": ["Rb", "C", "C", "N", "C", "C", "S", "C", "C", "N", "H", "H", "H", "H", "H", "H", "H", "H", "H", "H", "H", "H", "H", "H", "O", "C", "O", "C", "C", "N", "N", "C", "C", "O", "O", "H", "H", "H", "O", "P", "C", "P", "O", "C", "C", "C", "C", "C", "C", "C", "C", "C", "C", "C", "C", "C", "C", "C", "C", "C", "C", "C", "C", "C", "C", "C", "C", "H", "H", "H", "H", "H", "H", "H", "H", "H", "H", "H", "H", "H", "H", "H", "H", "H", "H", "H", "H", "H", "H", "C", "C", "C", "C", "C", "H", "H", "H", "H", "H", "H", "H", "H", "H", "H"],
  "coordinates": [[1.04947, 1.53371, 1.82972], [0.50494, -3.08639, 2.62569], [1.93482, -2.72489, 2.11380], [2.31196, -1.30644, 2.27388], [3.27723, -1.08247, 3.35392], [2.53541, -1.35267, 4.66139], [1.12730, -0.21388, 4.85940], [-0.41478, -1.12577, 4.59693], [-1.00336, -1.11377, 3.16646], [-0.54675, -2.16750, 2.27256], [0.48964, -3.31909, 3.67472], [0.31275, -4.07342, 2.19172], [1.95081, -2.95544, 1.06406], [2.60424, -3.44592, 2.67530], [2.72534, -0.94380, 1.40786], [3.57158, -0.04384, 3.31252], [4.18135, -1.71675, 3.32047], [3.08344, -1.13254, 5.54108], [2.15087, -2.37286, 4.71761], [-1.12814, -0.64004, 5.22100], [-0.33429, -2.12928, 4.94713], [-0.86493, -0.14868, 2.71666], [-2.08618, -1.32795, 3.38242], [-0.28632, -1.82193, 1.33619], [-4.07497, 5.34933, 5.37314], [-2.81863, 4.81519, 5.72052], [-2.16483, 5.33958, 6.58769], [-2.40529, 3.57391, 4.99191], [-3.06221, 2.37561, 5.11340], [-2.36896, 1.52718, 4.35246], [-1.30239, 2.07261, 3.72390], [-1.31217, 3.34629, 4.12571], [-0.21921, 4.25075, 3.53506], [-0.59197, 5.38743, 3.15655], [0.95340, 3.76587, 3.57660], [-4.43422, 4.84066, 4.62008], [-3.91644, 2.05540, 5.71201], [-2.58833, 0.57235, 4.12790], [-1.18434, 0.99858, 0.47460], [-1.76751, 0.68514, -0.85684], [-1.57406, -0.97061, -1.48765], [0.17032, -1.58802, -1.70462], [0.52450, -1.95609, -0.28412], [-0.14630, -3.22564, -2.44490], [-0.79273, -3.47297, -3.63840], [-1.02955, -4.76599, -4.11755], [-0.61456, -5.84454, -3.35688], [0.08793, -5.62443, -2.17188], [0.33528, -4.34686, -1.74312], [1.23799, -0.55616, -2.55003], [1.13017, -0.39157, -3.94856], [1.38860, 0.80960, -4.59382], [1.80687, 1.93153, -3.73737], [1.92606, 1.85312, -2.38258], [1.84574, 0.54373, -1.62113], [-3.61252, 0.67315, -0.75882], [-4.31346, 0.47363, -1.93255], [-5.67894, 0.30176, -1.91221], [-6.38003, 0.45063, -0.73137], [-5.71660, 0.75638, 0.44555], [-4.31612, 0.81908, 0.43157], [-1.50071, 1.90137, -2.16699], [-1.55997, 3.27047, -1.82232], [-1.32955, 4.19761, -2.82959], [-1.19541, 3.75266, -4.14345], [-1.14815, 2.40719, -4.43741], [-1.31149, 1.47224, -3.43634], [-2.06608, -1.07494, -2.45927], [-2.16717, -1.59594, -0.75147], [-1.14147, -2.63903, -4.21849], [-1.56432, -4.94816, -5.03285], [-0.76269, -6.87397, -3.70795], [0.39021, -6.50344, -1.58800], [0.77819, -4.23368, -0.76822], [0.76886, -1.20377, -4.55133], [1.35275, 0.87922, -5.66518], [1.88377, 2.90293, -4.26587], [2.23886, 2.74618, -1.82458], [1.02697, 0.78129, -0.93890], [-3.81405, 0.35553, -2.88573], [-6.16766, 0.09147, -2.84365], [-7.44562, 0.26458, -0.72109], [-6.26499, 0.91987, 1.37560], [-3.65096, 0.97649, 1.27888], [-1.72911, 3.55455, -0.78429], [-1.41000, 5.26784, -2.66855], [-1.04562, 4.51091, -4.88521], [-0.91260, 2.14252, -5.46333], [-1.20947, 0.41298, -3.69719], [5.10264, 1.38873, -1.43267], [4.47024, 0.00564, -1.36578], [5.28971, -0.88763, -0.41015], [4.46744, -0.71211, -2.75572], [3.06644, 0.14212, -0.78174], [6.13630, 1.36815, -1.78338], [5.09408, 1.92158, -0.49061], [4.49759, 2.02555, -2.08764], [6.27664, -1.04163, -0.85617], [4.79545, -1.83977, -0.18491], [5.42306, -0.40561, 0.56959], [5.44160, -0.83370, -3.19979], [3.81122, -0.28200, -3.49709], [4.15984, -1.79952, -2.65569], [2.75823, -0.89881, -0.52218]],
  "forces_ev_per_a": [[0.6405, 0.0514, -0.1113], [0.3808, -0.0711, -0.4422], [-0.0673, -0.0156, 1.1449], [0.9718, -0.8142, 0.1068], [-1.1874, -0.5633, 0.1065], [-0.9883, 0.1532, -0.5320], [-0.1559, 0.3465, 0.3356], [0.5116, 0.3764, -1.4484], [-0.0105, -1.5462, 0.9877], [0.1998, 0.0849, -0.7184], [0.1496, 0.2104, 0.6935], [-0.2094, -0.0808, -0.3142], [0.1278, -0.0726, -0.3781], [-0.1136, 0.7174, -0.5923], [-0.2864, -0.0313, -0.1591], [0.2813, 0.3561, 0.0384], [-0.0993, 0.0397, -0.1836], [1.0036, -0.0877, 0.7474], [0.2186, 0.0168, 0.0037], [-0.4076, 0.4883, 0.7034], [0.1325, -0.7309, 0.4038], [-0.3104, 0.3947, -0.1485], [0.2299, 0.5157, -0.4118], [-0.4043, 0.0640, 0.3810], [0.9621, -0.8981, 0.0514], [0.1783, 0.6093, 0.1925], [-0.9275, -0.2792, -0.8082], [-0.5787, 1.1589, 0.3632], [-0.1999, -0.0799, 0.0834], [0.3626, -1.0393, -0.7733], [-0.9770, 0.6645, 0.9691], [0.6918, -0.5939, -0.7738], [1.0384, 1.1346, 0.6723], [-0.0481, -1.0227, 0.1846], [-1.4063, 0.2569, -0.3495], [0.4519, 0.2630, 0.4059], [0.3420, 0.2024, -0.2924], [-0.0818, -0.0995, 0.0770], [-0.1910, -0.0451, -0.2100], [-1.3217, 0.3217, 0.1860], [-0.1973, -0.7853, -0.0162], [0.4474, -0.7499, 1.5575], [0.2562, 0.4803, -0.1715], [0.5444, -0.6112, -0.4695], [-0.3300, -0.1458, -0.4941], [0.1247, -0.0105, 0.6444], [0.3620, -0.4350, -0.2859], [-0.3082, -0.9473, -0.4145], [-0.4497, 0.4120, 0.6170], [-0.6048, 0.0155, -0.2840], [0.2250, 1.0752, -0.2960], [0.7322, -0.8336, 1.5336], [-0.3834, 0.2982, -0.0923], [0.6896, 0.0106, -1.5446], [-0.0055, 0.5582, -0.4747], [0.2279, 0.2940, -0.0542], [-0.1932, -0.4430, -0.3882], [0.1044, 0.2763, -0.0786], [-0.3874, -0.1726, 0.2760], [0.6589, -0.0542, 0.3919], [0.4963, 0.1364, -0.1741], [-0.2106, 0.2009, 1.9273], [0.4774, -0.2589, -0.3271], [-1.0192, -0.2127, 0.1823], [0.3577, 0.0974, 0.6553], [-0.0524, 0.7427, -0.9311], [0.1951, -0.7406, -1.4295], [-0.2062, 0.2240, 0.1090], [0.8795, 0.4027, -0.7108], [-0.1822, 0.3021, -0.2649], [-0.0948, 0.1630, -0.2888], [-0.1105, 0.4425, 0.1367], [0.0370, 0.5179, -0.1222], [0.2983, 0.4300, 0.0444], [-0.1310, -0.5842, -0.2930], [0.0223, 0.1409, -0.2938], [0.1518, -0.3992, 0.5624], [-0.3021, -0.3260, -0.0912], [0.0164, -0.1491, 0.7958], [0.1973, 0.1535, 0.0262], [-0.3968, -0.1333, -0.2145], [-0.1227, 0.2146, 0.0210], [0.1419, -0.1518, -0.2645], [-0.5918, 0.1152, 0.3591], [0.1110, 0.0253, -0.2210], [0.2178, -0.1061, 0.3048], [0.0547, 0.0895, -0.5638], [-0.1828, -0.3471, 0.1825], [-0.0510, 0.5604, 0.2554], [0.0540, 0.3258, -0.7150], [-0.8269, -0.4717, -0.0526], [-0.0111, 0.5619, 0.1725], [-0.1627, -1.3740, 0.6199], [-0.8719, -0.8592, 0.8968], [0.2417, -0.0070, -0.2976], [-0.0902, -0.2959, 0.5432], [0.2613, -0.1335, -0.2111], [0.1464, -0.2895, 0.1135], [0.0475, -0.0024, -0.3989], [-0.0182, 0.1405, -0.2359], [0.9228, 0.4252, -0.2674], [-0.2574, 0.3812, -0.0842], [-0.1238, 1.1608, 0.2432], [0.2721, 0.3010, 0.1545]]
}

# 2
{
  "formula": "C41H50Cl8F5NO3Si",
  "method": "ωB97M-V/def2-TZVPD",
  "smiles": "CCCc1c([C@@H](C)F)c(N(C)C(C)=O)c2c(c1C(F)(F)CC[Si](C)(C)c1ccccc1)C(=O)c1c(ccc(F)c1F)C2=O.ClCCCl.ClCCCl.ClCCCl.ClCCCl",
  "total_energy_ha": -6341.931382,
  "homo_energy_ev": -8.195,
  "multiplicity": 1,
  "elements": ["C", "C", "C", "C", "C", "C", "C", "F", "C", "N", "C", "C", "C", "O", "C", "C", "C", "C", "F", "F", "C", "C", "Si", "C", "C", "C", "C", "C", "C", "C", "C", "C", "O", "C", "C", "C", "C", "C", "F", "C", "F", "C", "O", "H", "H", "H", "H", "H", "H", "H", "H", "H", "H", "H", "H", "H", "H", "H", "H", "H", "H", "H", "H", "H", "H", "H", "H", "H", "H", "H", "H", "H", "H", "H", "H", "H", "H", "Cl", "C", "C", "Cl", "H", "H", "H", "H", "Cl", "C", "C", "Cl", "H", "H", "H", "H", "Cl", "C", "C", "Cl", "H", "H", "H", "H", "Cl", "C", "C", "Cl", "H", "H", "H", "H"],
  "coordinates": [[2.98421, 4.66184, 3.85318], [2.39675, 3.10715, 3.73735], [2.22094, 2.77887, 2.10698], [2.05447, 1.17473, 1.80436], [3.47262, 0.37152, 1.42497], [4.94759, 1.15158, 1.41167], [5.13887, 2.11139, 0.06132], [5.19587, 1.91716, 2.69036], [3.48527, -1.25635, 1.03819], [4.79332, -1.91203, 0.67991], [5.14125, -3.09857, 1.53775], [4.97951, -2.14423, -0.79523], [3.88999, -1.87980, -1.99060], [6.20838, -2.58079, -1.18862], [2.00284, -2.00498, 1.06964], [0.59311, -1.19536, 1.46564], [0.57107, 0.42734, 1.87223], [-0.84055, 1.14620, 2.28172], [-0.73336, 2.41895, 3.02616], [-1.73178, 0.28485, 3.14947], [-1.77614, 1.46704, 0.93309], [-1.94298, 3.06407, 0.61434], [-3.54433, 3.86623, 1.38448], [-3.73836, 3.40995, 3.27300], [-3.28866, 5.78051, 1.27530], [-5.18272, 3.33178, 0.52953], [-6.39606, 4.48215, 0.48813], [-7.87060, 4.13509, -0.17689], [-8.21943, 2.63839, -0.82244], [-7.01055, 1.51407, -0.79900], [-5.52153, 1.86786, -0.12492], [-0.77204, -2.14032, 1.40141], [-1.96617, -1.74222, 0.96015], [-0.66317, -3.73992, 1.87065], [0.74478, -4.50605, 1.51653], [0.90248, -6.07544, 1.98167], [-0.36956, -6.82562, 2.73427], [-1.82468, -6.07437, 3.05608], [-2.97295, -6.81130, 3.70474], [-1.95790, -4.46810, 2.62918], [-3.24039, -3.74584, 2.92669], [1.89691, -3.63684, 0.71644], [2.64415, -4.26531, -0.19077], [3.81914, 4.89001, 3.03317], [2.10656, 5.44510, 3.78019], [3.42996, 4.73822, 4.95706], [1.37974, 3.09643, 4.31769], [3.18912, 2.37405, 4.21305], [1.25112, 3.34143, 1.69716], [3.13167, 3.29449, 1.58676], [5.86092, 0.38759, 1.35860], [4.36295, 1.85837, -0.79164], [6.25626, 1.98851, -0.32081], [5.03174, 3.24544, 0.38552], [4.99517, -4.14177, 0.97651], [4.49813, -3.05544, 2.51458], [6.28947, -3.08750, 1.86076], [2.78376, -1.85022, -1.60598], [3.96172, -2.82121, -2.72054], [4.15329, -0.94309, -2.68242], [-1.32104, 0.95180, -0.03096], [-2.85384, 0.98638, 1.08919], [-2.09815, 3.15169, -0.56656], [-0.95977, 3.70773, 0.82752], [-2.79595, 3.77948, 3.89892], [-3.72537, 2.22326, 3.36894], [-4.72034, 3.83560, 3.75590], [-2.76362, 6.00698, 0.23151], [-2.58570, 6.23060, 2.09523], [-4.28713, 6.40071, 1.28893], [-6.27009, 5.56158, 0.94808], [-8.74085, 4.92940, -0.18151], [-9.28910, 2.37969, -1.26906], [-7.16617, 0.42811, -1.21168], [-4.69342, 1.03610, -0.09127], [1.91650, -6.67326, 1.78244], [-0.30829, -7.96574, 3.05491], [11.56256, -1.14619, -2.86337], [11.07636, -1.79735, -1.27808], [9.56574, -1.84048, -1.11399], [8.85552, -0.21175, -0.99301], [11.54906, -1.18811, -0.50127], [11.48678, -2.80934, -1.21250], [9.30694, -2.36787, -0.19112], [9.08428, -2.35978, -1.94857], [-9.96344, 5.11687, -2.83860], [-10.33733, 4.76661, -4.54479], [-10.60851, 3.28973, -4.78157], [-9.14152, 2.29775, -4.59258], [-9.50362, 5.12649, -5.15591], [-11.22428, 5.35352, -4.80112], [-10.96449, 3.13647, -5.80460], [-11.36958, 2.90462, -4.09568], [-6.10569, -1.60471, -2.21198], [-7.28219, -2.21577, -3.40194], [-6.94380, -1.78158, -4.81888], [-7.16703, -0.03083, -5.05732], [-8.27756, -1.87315, -3.10212], [-7.26385, -3.30745, -3.33292], [-7.60569, -2.28469, -5.52994], [-5.91085, -2.03107, -5.08109], [9.17294, -4.70778, -2.72991], [7.41410, -4.97096, -2.62611], [7.05648, -6.44762, -2.57764], [7.38609, -7.27057, -4.12228], [6.94493, -4.47027, -3.47889], [7.07359, -4.47547, -1.71211], [5.98716, -6.56480, -2.37856], [7.60805, -6.97030, -1.78989]],
  "forces_ev_per_a": [[-0.1067, -0.5400, 0.7854], [0.5168, 0.9967, -0.6070], [-1.0365, 0.0409, 0.6540], [0.2474, -2.1217, -0.6108], [-2.2313, -2.2163, 0.0876], [0.4451, -0.3753, -0.5815], [0.4303, 0.5886, 0.7841], [-0.9126, -1.4558, -2.8894], [-3.6136, 2.6924, 0.9659], [-2.7910, -0.2280, -2.1462], [1.2946, -1.5648, 0.9221], [5.6270, -1.4402, -1.8622], [-0.1587, -0.5905, -0.2972], [-7.3535, 2.3773, 2.6935], [0.0305, 2.1161, 0.6002], [2.3182, 0.7307, 0.0764], [3.8662, -2.5184, -0.6602], [-2.4654, 0.4733, -0.4566], [0.4711, -3.5519, -1.5900], [3.0652, 2.0024, -1.9355], [-0.0498, -0.1091, -0.4588], [0.6867, -0.1676, -1.3686], [0.1855, 0.4042, 1.2553], [0.6155, -0.8668, 0.9841], [0.2460, 1.5008, -1.0321], [-4.9120, -0.9058, -2.4988], [-1.6720, -3.6277, -1.7827], [2.5070, -2.8882, 0.1506], [4.4860, 0.6586, 1.8500], [0.5061, 3.6614, 1.7854], [-2.8733, 2.8967, 0.0684], [-4.8153, 0.6459, -1.4632], [7.5606, -1.9487, 2.7025], [0.5576, -1.6853, 0.5991], [-2.9923, -1.5234, 2.0951], [-3.3924, 1.9436, 0.5283], [-0.7799, 2.8547, -0.7699], [2.1196, 1.7491, -1.3675], [4.1378, 2.6258, -2.2769], [1.3482, -1.6475, -0.2806], [4.6896, -2.4949, -1.1137], [1.6479, -2.1531, -2.7696], [-4.0185, 3.9280, 5.4830], [-1.8168, -0.5259, 1.9428], [1.8115, -1.5877, -0.0304], [-0.7820, 0.0954, -2.5496], [1.9716, -0.3474, -1.2613], [-1.7698, 1.4413, -1.0661], [2.0699, -1.3431, 0.9837], [-1.6248, -1.5848, 0.8003], [-2.4891, 1.3523, 0.3886], [1.6373, 0.4275, 1.9051], [-2.5196, 0.1298, 0.7311], [0.0668, -2.3882, -0.7194], [0.0432, 2.4432, 1.1803], [1.1964, -0.0924, -1.9697], [-2.5393, 0.2809, -0.7786], [2.2959, 0.1993, -0.6611], [0.0599, 2.0060, 1.8432], [-0.4369, -1.9390, 1.9615], [-0.7430, 0.8654, 2.3107], [2.5443, 0.8985, -0.0402], [0.3461, -0.2287, 2.4094], [-2.1707, -1.5115, -0.2664], [-2.0474, -0.6690, -1.3195], [-0.2201, 2.4625, -0.0584], [1.8933, -0.8717, -1.0053], [-1.1260, -0.3292, 2.0925], [-1.3026, -1.0424, -1.4088], [1.9707, -1.2189, 0.0031], [-0.1679, -2.5652, -1.0708], [2.1111, -1.6890, 0.0796], [2.6737, 0.7086, 1.0494], [0.2601, 2.5357, 0.8799], [-1.9086, 1.7588, -0.1870], [-2.6572, 1.4874, 0.4945], [-0.0451, 2.7908, -0.7917], [-0.0016, 0.0440, -0.0051], [-0.1190, -0.1178, 0.2915], [0.0715, -0.3052, -0.0736], [-0.0145, 0.1763, 0.0249], [-0.1530, -0.0469, -0.2159], [-0.1758, 0.1158, -0.0473], [0.0843, 0.0887, -0.1338], [0.1857, 0.3641, 0.2921], [0.0119, -0.0170, -0.0621], [-0.1508, -0.0159, -0.3047], [-0.1650, 0.1904, -0.0604], [-0.2439, 0.1643, 0.1091], [-0.1164, -0.1713, 0.2024], [0.0889, -0.1611, 0.0547], [0.0908, 0.1100, 0.1350], [0.2262, 0.1306, -0.0689], [0.0735, -0.1309, -0.0647], [-0.2013, -0.1495, -0.2195], [0.0554, -0.2569, 0.0109], [0.2059, -0.2227, -0.0024], [0.2541, 0.0372, -0.0933], [0.0581, 0.1755, -0.0696], [0.0382, 0.0665, 0.1863], [-0.2014, 0.0998, 0.1585], [0.1213, -0.3007, -0.1868], [-0.4487, -0.1788, 0.1889], [-0.0142, 0.1912, 0.2307], [0.0402, -0.0589, -0.0355], [0.1760, -0.1555, 0.1649], [0.0824, -0.1498, -0.2345], [0.1491, 0.1265, -0.0676], [-0.0244, 0.1428, -0.2277]]
}